(1)
ORCA calculation (ωB97M-V/def2-TZVPD) on a structure of composition C27H47Cl2N4O6SiTm.

Highest occupied orbital energy, eV: -7.0747
2S+1: 3
Orbital gap, eV: 7.1

```
88
C27H47Cl2N4O6SiTm | OMol25 | ωB97M-V/def2-TZVPD
C -1.1952 3.4383 2.0601
C -2.1255 3.4261 0.8976
H -0.4221 4.2076 1.9348
H -0.7093 2.4691 2.1908
H -1.7420 3.6720 2.9876
C -2.7883 4.5587 0.5669
C -2.6017 5.9095 1.1731
H -3.6082 4.5561 -0.1546
H -1.5527 6.2381 1.2431
H -3.0684 6.0135 2.1683
H -3.1080 6.6498 0.5339
Tm -0.2008 -0.3738 1.2677
Cl -2.4651 -0.5275 2.3501
C -0.8584 -2.6357 -0.7612
O -0.1957 -1.5742 -0.5372
N -0.6899 -3.3733 -1.8403
C 0.3774 -3.0993 -2.8017
C -1.5786 -4.5091 -2.0697
H -1.6354 -2.9819 -0.0606
H 1.3595 -3.1310 -2.3147
H 0.2548 -2.1225 -3.2852
H 0.3201 -3.8851 -3.5577
H -1.5349 -5.1774 -1.1999
H -1.2535 -5.0262 -2.9757
H -2.6186 -4.1646 -2.1857
H 2.5636 -4.5516 -0.3017
H 3.8999 -5.2592 2.2576
C 3.4678 -3.9354 -0.1963
C 4.4045 -4.2993 2.0725
N 3.6238 -3.4710 1.1701
H 3.4020 -3.0787 -0.8732
C 3.1186 -2.2806 1.5407
O 2.4589 -1.5481 0.7833
H 4.5376 -3.7743 3.0251
H 3.3394 -2.0102 2.5998
H 4.3433 -4.5450 -0.4424
H 5.3911 -4.5066 1.6325
H 5.1864 1.7242 2.7911
H 2.3664 3.6212 1.5242
C 5.0567 1.8212 1.6958
C 3.1731 3.2700 0.8753
N 3.6342 1.9719 1.3427
H 5.4886 0.9187 1.2269
C 2.7544 1.0237 1.6526
O 1.5141 1.1133 1.3888
H 2.8077 3.2159 -0.1526
H 3.1730 0.1193 2.1399
H 5.5922 2.7125 1.3498
H 4.0270 3.9448 0.9367
O -1.1584 1.2705 0.0668
C -2.3954 2.0647 0.2442
C -3.2536 3.2117 -1.9410
C -3.3328 2.1754 -0.9966
H -2.4552 3.9490 -1.8784
C -4.2082 3.3611 -2.9588
H -2.9577 1.4800 0.9943
C -4.4262 1.2989 -1.0965
H -4.1154 4.1823 -3.6680
C -5.2683 2.4714 -3.0603
C -5.3850 1.4554 -2.1082
H -4.5179 0.4957 -0.3579
H -6.0135 2.5755 -3.8537
H -6.2412 0.7817 -2.1453
Si -0.4723 1.8862 -1.8806
Cl -0.0195 3.8669 -1.4228
C -0.8129 2.5939 -3.6657
C -1.5286 0.3590 -2.5832
C 1.2019 1.0575 -1.9336
H -1.5548 2.0391 -4.2373
H 0.1589 2.5265 -4.1649
H -1.1223 3.6423 -3.6539
H 1.7625 1.4708 -2.7900
H 1.1568 -0.0342 -2.0557
H 1.7432 1.2841 -1.0102
H -2.5377 0.6668 -2.8927
H -1.6278 -0.4746 -1.8800
H -0.9917 -0.0039 -3.4741
O 0.2098 -4.9987 0.8305
C 0.2280 -4.3143 1.8522
C 0.4347 -4.8485 3.2720
C 0.5575 -3.5940 4.1189
C 0.4212 -2.4642 3.1054
O 0.6075 -1.2270 3.3045
N 0.1087 -2.9391 1.8912
H -0.4419 -5.4511 3.5459
H 1.3213 -5.4948 3.3174
H -0.2672 -3.5373 4.8393
H 1.5094 -3.5384 4.6574
```

(2)
ORCA calculation (ωB97M-V/def2-TZVPD) on the molecule C19H22N2O2.

Highest occupied orbital energy, eV: -8.7466
Energy above the lowest of the compared OMol25 structures with the same formula, charge and spin, kcal/mol: 3.1
Orbital gap, eV: 9.5
SMILES: CCCCC(=O)NC(=O)NC(c1ccccc1)c1ccccc1

```
45
C19H22N2O2 | OMol25 | ωB97M-V/def2-TZVPD
C -3.2028 -1.2733 -1.8529
C -3.8391 -0.7513 -3.1362
C -3.3882 0.6592 -3.5194
C -1.9482 0.7330 -4.0418
C -0.8822 0.4185 -3.0147
O -0.0519 -0.4552 -3.1800
N -0.9152 1.2201 -1.9142
C -0.2083 1.0945 -0.6843
O -0.5570 1.7894 0.2412
N 0.7946 0.2091 -0.7260
H 0.8638 -0.3461 -1.5765
C 1.5485 -0.2515 0.4321
C 0.8979 -1.4580 1.0733
C 1.6919 -2.4865 1.5646
C 1.1171 -3.5958 2.1587
C -0.2601 -3.6922 2.2624
C -1.0577 -2.6697 1.7778
C -0.4824 -1.5574 1.1896
H -1.1101 -0.7560 0.8312
H -2.1327 -2.7359 1.8599
H -0.7099 -4.5602 2.7212
H 1.7455 -4.3883 2.5377
H 2.7675 -2.4145 1.4843
C 1.7890 0.8895 1.4033
C 2.5248 1.9829 0.9616
C 2.7765 3.0475 1.8054
C 2.3038 3.0266 3.1068
C 1.5781 1.9376 3.5538
C 1.3204 0.8728 2.7075
H 0.7462 0.0315 3.0650
H 1.2040 1.9161 4.5670
H 2.4991 3.8582 3.7679
H 3.3429 3.8951 1.4477
H 2.8919 2.0007 -0.0552
H 2.5283 -0.5614 0.0412
H -1.6336 1.9307 -1.8647
H -1.8211 0.0319 -4.8683
H -1.7562 1.7419 -4.4173
H -3.5191 1.3211 -2.6600
H -4.0421 1.0272 -4.3138
H -3.6152 -1.4368 -3.9560
H -4.9241 -0.7347 -3.0070
H -3.3457 -0.5667 -1.0373
H -3.6602 -2.2180 -1.5681
H -2.1384 -1.4474 -1.9817
```

(3)
ORCA calculation (ωB97M-V/def2-TZVPD) on a structure of composition C4H6NO2.

Net charge: +1
Highest occupied orbital energy, eV: -13.9748
Energy above the lowest of the compared OMol25 structures with the same formula, charge and spin, kcal/mol: 57.1
Orbital gap, eV: 9.5

```
13
C4H6NO2 | OMol25 | ωB97M-V/def2-TZVPD
C 0.3708 0.0594 0.5723
C -0.8277 0.3923 -0.1464
C 0.7438 0.3871 1.9173
C -0.2319 -0.4511 -1.2706
N 1.0798 -0.6031 -0.5357
O 1.7158 0.3226 2.5776
O -1.9302 1.0760 0.0901
H -0.3634 0.5927 2.3289
H -0.7828 -1.3600 -1.2698
H -0.2234 0.0893 -2.2356
H 1.7846 -0.0537 -0.9451
H 1.2558 -1.6547 -0.4395
H -2.5912 1.2031 -0.6433
```

(4)
ORCA calculation (ωB97M-V/def2-TZVPD) on a cluster of 2 separate species, C4H10NO3 in total.

Net charge: -2
Highest occupied orbital energy (alpha / beta), eV: 3.8075 / -1.8708
Energy above the lowest of the compared OMol25 structures with the same formula, charge and spin, kcal/mol: 5.3
2S+1: 2
Orbital gap (alpha / beta), eV: 2.7 / 8.3

```
18
C4H10NO3 | OMol25 | ωB97M-V/def2-TZVPD
C -0.3378 0.6424 -0.1500
N 0.1385 0.7824 1.2297
C 1.5715 0.9183 1.5279
O 1.8119 0.9956 2.7455
O 2.3230 0.9539 0.5269
C -1.6635 -0.1363 -0.1793
C -2.1513 -0.3110 -1.6489
H 0.3101 0.0252 -0.7726
H -0.5360 1.6576 -0.5034
H -0.2656 0.0720 1.7985
H -1.3893 -1.1405 0.1835
H -2.4688 0.2088 0.4678
H -1.5161 -1.0411 -2.1715
H -3.1528 -0.7402 -1.6956
H -2.0449 0.6503 -2.1551
H 3.3919 -0.5596 0.6382
H 2.5788 -1.4863 -0.1857
O 3.4003 -1.4915 0.3441
```

It is found that the total energy values, taken in the order of the records, are -4022.79522, -997.26612, -360.88289, -438.82389 Eh.